Record 1
{
  "formula": "C5H10BNS",
  "method": "ωB97M-V/def2-TZVPD",
  "smiles": "[H]/N=C(/C)SCC(B)=C",
  "energy_ev": -18345.806,
  "de_lowest_kcal_mol": 29.7,
  "e_homo_ha": -0.33676,
  "homo_lumo_gap_ha": 0.3163,
  "species": ["H", "N", "C", "C", "S", "C", "C", "B", "C", "H", "H", "H", "H", "H", "H", "H", "H", "H"],
  "coordinates": [[-0.1823, -1.3213, 0.5384], [-1.1362, -1.3333, 0.2188], [-1.7086, -0.2590, 0.0292], [-3.0596, -0.2037, -0.5626], [-1.0913, 1.3552, 0.4328], [0.7239, 1.0772, 0.9720], [1.5559, 0.3510, 0.0452], [2.8659, -0.1521, 0.7590], [1.3162, 0.1978, -1.3283], [-3.7614, -0.8880, -0.3159], [-3.0650, -0.2164, -1.7189], [-3.6041, 0.7990, -0.4059], [1.0707, 2.2334, 1.1209], [0.7792, 0.5980, 2.0016], [3.9391, -0.2039, 0.2944], [2.7297, -0.2897, 1.8759], [0.3708, 0.5918, -1.6173], [1.7355, -0.4832, -2.0797]],
  "nbo_charge": [0.35, -0.64, 0.14, -0.67, 0.17, -0.54, -0.43, 0.46, -0.27, 0.24, 0.24, 0.22, 0.26, 0.25, -0.08, -0.11, 0.19, 0.22]
}

Record 2
{
  "formula": "C5H10Br2N3O2",
  "method": "ωB97M-V/def2-TZVPD",
  "total_charge": 1,
  "energy_ev": -153986.932,
  "de_lowest_kcal_mol": 17.0,
  "e_homo_ha": -0.48245,
  "homo_lumo_gap_ha": 0.3272,
  "species": ["C", "C", "C", "C", "C", "N", "N", "N", "O", "O", "Br", "Br", "H", "H", "H", "H", "H", "H", "H", "H", "H", "H"],
  "coordinates": [[2.1836, 0.7487, -0.3434], [3.5689, -1.1208, -0.9238], [-0.9816, -0.8126, -0.8016], [-2.1224, 1.0453, 0.8031], [-1.7523, -0.3843, 0.5103], [3.0993, 0.0480, -1.0029], [0.9178, 0.4008, -0.2524], [0.4717, -0.8852, -0.4445], [-0.8881, 1.7928, 0.8734], [-3.0120, -0.9946, 0.7429], [2.8131, 2.4847, 0.1197], [3.1222, -2.3616, 0.4372], [4.2534, -1.2197, -1.7397], [-1.1511, -1.8892, -1.0093], [-1.2611, -0.0278, -1.5177], [-2.5781, 1.1717, 1.9251], [-2.7979, 1.3525, 0.0101], [-1.1355, -0.5636, 1.3934], [0.0527, 1.1241, 0.2833], [1.1664, -1.2151, -1.0747], [-1.0001, 2.5869, 0.3778], [-2.9685, -1.2810, 1.6337]],
  "nbo_charge": [0.36, 0.09, -0.26, -0.09, 0.04, -0.49, -0.37, -0.40, -0.68, -0.69, 0.18, 0.15, 0.25, 0.26, 0.21, 0.23, 0.21, 0.18, 0.46, 0.38, 0.51, 0.48]
}

Record 3
{
  "formula": "C5H10BrNO",
  "method": "ωB97M-V/def2-TZVPD",
  "smiles": "C=C(C)C.N=C=O.Br",
  "energy_ev": -78925.731,
  "de_lowest_kcal_mol": 30.4,
  "e_homo_ha": -0.36097,
  "homo_lumo_gap_ha": 0.3811,
  "species": ["C", "C", "C", "C", "H", "H", "H", "H", "H", "H", "H", "H", "N", "C", "O", "H", "Br", "H"],
  "coordinates": [[1.4996, -1.1212, -0.1498], [0.2036, -1.2332, -0.3313], [-0.7997, -2.0161, 0.4936], [-0.4962, -0.3658, -1.4039], [1.9470, -0.2781, -0.6849], [1.9734, -1.7277, 0.5960], [-1.6452, -1.4511, 0.7091], [-1.0194, -2.8550, -0.1141], [-0.3183, -2.2079, 1.3903], [-1.1684, 0.3430, -0.8633], [0.1297, 0.0162, -2.0599], [-1.3060, -1.0664, -1.9637], [0.7468, 2.1287, 0.6428], [1.2315, 3.1930, 0.4189], [1.5844, 4.2817, 0.2660], [0.6736, 1.3645, 0.0258], [-2.1211, 1.4906, 1.9680], [-1.1152, 1.5048, 1.0604]],
  "nbo_charge": [-0.45, 0.06, -0.65, -0.65, 0.19, 0.21, 0.22, 0.22, 0.22, 0.21, 0.20, 0.22, -0.81, 0.88, -0.49, 0.43, -0.20, 0.19]
}

Record 4
{
  "formula": "C5H10CdO3",
  "method": "ωB97M-V/def2-TZVPD",
  "energy_ev": -16046.543,
  "de_lowest_kcal_mol": 127.9,
  "e_homo_ha": [-0.29178, -0.28152],
  "homo_lumo_gap_ha": [0.2431, 0.2123],
  "species": ["O", "C", "C", "O", "C", "C", "O", "C", "Cd", "H", "H", "H", "H", "H", "H", "H", "H", "H", "H"],
  "coordinates": [[-1.0248, -1.3598, -0.5262], [-2.3594, -1.0926, -0.2059], [-2.6899, 0.3998, -0.3911], [-1.7580, 1.2324, 0.2301], [1.5849, -0.9428, -0.7109], [2.5526, -0.1452, -0.0021], [1.8454, 0.8503, 0.7309], [2.6108, 1.6505, 1.6179], [-0.0913, 0.3115, 0.1386], [-2.5918, -1.3824, 0.8421], [-3.0416, -1.6821, -0.8509], [-3.7193, 0.5752, -0.0125], [-2.7145, 0.5995, -1.4868], [2.0229, -1.8354, -1.1798], [3.3303, 0.2952, -0.6589], [1.9366, 2.4029, 2.0369], [3.0182, 1.0276, 2.4270], [3.4307, 2.1419, 1.0753], [3.0909, -0.8393, 0.6852]],
  "nbo_charge": [-0.91, -0.11, -0.09, -0.99, -0.15, -0.30, -0.62, -0.25, 1.63, 0.13, 0.16, 0.15, 0.13, 0.17, 0.24, 0.22, 0.18, 0.19, 0.23]
}

Repeat the third record exactly.
{
  "formula": "C5H10BrNO",
  "method": "ωB97M-V/def2-TZVPD",
  "smiles": "C=C(C)C.N=C=O.Br",
  "energy_ev": -78925.731,
  "de_lowest_kcal_mol": 30.4,
  "e_homo_ha": -0.36097,
  "homo_lumo_gap_ha": 0.3811,
  "species": ["C", "C", "C", "C", "H", "H", "H", "H", "H", "H", "H", "H", "N", "C", "O", "H", "Br", "H"],
  "coordinates": [[1.4996, -1.1212, -0.1498], [0.2036, -1.2332, -0.3313], [-0.7997, -2.0161, 0.4936], [-0.4962, -0.3658, -1.4039], [1.9470, -0.2781, -0.6849], [1.9734, -1.7277, 0.5960], [-1.6452, -1.4511, 0.7091], [-1.0194, -2.8550, -0.1141], [-0.3183, -2.2079, 1.3903], [-1.1684, 0.3430, -0.8633], [0.1297, 0.0162, -2.0599], [-1.3060, -1.0664, -1.9637], [0.7468, 2.1287, 0.6428], [1.2315, 3.1930, 0.4189], [1.5844, 4.2817, 0.2660], [0.6736, 1.3645, 0.0258], [-2.1211, 1.4906, 1.9680], [-1.1152, 1.5048, 1.0604]],
  "nbo_charge": [-0.45, 0.06, -0.65, -0.65, 0.19, 0.21, 0.22, 0.22, 0.22, 0.21, 0.20, 0.22, -0.81, 0.88, -0.49, 0.43, -0.20, 0.19]
}